(1)
# C3H5NO2S

The ion C3H5NO2S with charge -2 (ωB97M-V with the def2-TZVPD basis set, OMol25).

Atoms and positions in Å:
O -1.37676 -0.52099 -2.09979
C -0.69017 -1.32905 -1.42887
O -0.74886 -2.57788 -1.39106
N 0.33311 -0.73411 -0.61860
C 0.32755 0.63755 -0.17525
C 0.12323 0.76302 1.35797
S 0.40148 2.34572 2.23049
H 0.89180 -1.37037 -0.07842
H -0.40441 1.22218 -0.71334
H 1.28130 1.09125 -0.39295
H 0.77917 0.00664 1.78323
H -0.91743 0.46604 1.52658

As for the net charge: -2. The SMILES is O=C([O-])NCC[S-]. As for the HOMO energy: 0.358 eV. The calculation puts the frontier orbital gap at 5.763 eV. The LUMO energy comes out at 6.122 eV. The spin multiplicity is 1. The calculation puts the relative energy (zero: lowest compared OMol25 entry of this formula, charge and spin) at 8.1 kJ/mol.

---

(2)
# C21H16N4O5S2

The molecule C21H16N4O5S2 in a non-equilibrium geometry (ωB97M-V with the def2-TZVPD basis set, OMol25).

Atoms and positions in Å:
C 2.27316 -2.68105 -7.46835
C 1.24604 -2.46028 -6.37504
O 1.87682 -2.69478 -5.10764
C 1.23484 -2.26488 -4.02929
O 0.16425 -1.72325 -4.02908
C 2.05382 -2.55729 -2.77093
N 1.34441 -2.15968 -1.59043
C 1.64501 -1.04231 -0.87472
O 2.59660 -0.29944 -1.03596
C 0.61475 -0.89927 0.18522
C 0.74493 0.15692 1.02838
S 2.06124 1.28368 0.81171
C 1.47358 2.27751 2.14112
S 2.14741 3.65981 2.67689
N 0.35321 1.71769 2.69939
N -0.32506 2.34363 3.72078
C -1.65635 2.68078 3.68556
O -2.20280 3.11061 4.67070
C -2.31479 2.45488 2.37198
C -3.49561 1.72177 2.30527
C -4.05219 1.46983 1.06389
C -3.40316 1.95900 -0.06077
N -2.30747 2.69622 -0.00148
C -1.78212 2.94715 1.18126
C -0.10154 0.51942 2.16453
O -1.05101 -0.08145 2.60957
C -0.30553 -1.98480 -0.00454
C -1.46999 -2.37096 0.64527
C -2.14158 -3.49068 0.18066
C -1.66678 -4.21270 -0.90459
C -0.50236 -3.84132 -1.56799
C 0.16635 -2.72677 -1.11288
H 2.65841 -3.69589 -7.42187
H 1.81129 -2.51991 -8.43779
H 3.10201 -1.98860 -7.35038
H 0.40238 -3.15190 -6.47539
H 0.85499 -1.43777 -6.38796
H 2.30697 -3.62133 -2.74094
H 2.97938 -1.97427 -2.81347
H 0.18521 2.50778 4.58199
H -3.94168 1.34741 3.21392
H -4.96149 0.89772 0.96912
H -3.77606 1.76167 -1.05686
H -0.90465 3.58294 1.17644
H -1.83323 -1.80902 1.48955
H -3.04922 -3.80610 0.67148
H -2.21011 -5.08110 -1.24537
H -0.14766 -4.40544 -2.41606

As for the net charge: 0. The SMILES is CCOC(=O)CN1C(=O)/C(=C2\SC(=S)N(NC(=O)c3cccnc3)C2=O)c2ccccc21. As for the HOMO energy: -8.545 eV. The calculation puts the frontier orbital gap at 6.883 eV. The LUMO energy comes out at -1.662 eV. The spin multiplicity is 1. The calculation puts the relative energy (zero: lowest compared OMol25 entry of this formula, charge and spin) at 0.0 kJ/mol.

---

(3)
# C2H8N4O

A cluster of 2 separate species, C2H8N4O in total in a non-equilibrium geometry (ωB97M-V with the def2-TZVPD basis set, OMol25).

Atoms and positions in Å:
N 1.75628 0.46876 -1.58236
C 1.06299 -0.06150 -0.54920
N 1.05267 0.82017 0.90555
O 0.87561 -1.26071 -0.45221
H 2.08496 -0.13059 -2.32227
H 2.15129 1.39860 -1.53113
H 0.16987 1.24252 1.17115
H 1.52998 1.48434 1.50602
C -1.12289 -1.37019 1.04315
N -1.51012 -0.15155 0.97196
N -1.96024 0.30666 -0.22447
H -1.36055 -2.09929 0.27596
H -0.70323 -1.68881 1.99074
H -1.62013 -0.16522 -1.06305
H -2.40649 1.20681 -0.13983

As for the net charge: 0. The SMILES is NC(N)=O.C=NN. As for the HOMO energy: -7.858 eV. The calculation puts the frontier orbital gap at 8.557 eV. The LUMO energy comes out at 0.699 eV. The spin multiplicity is 1. The calculation puts the relative energy (zero: lowest compared OMol25 entry of this formula, charge and spin) at 422.6 kJ/mol.

---

(4)
# BrH2NOS2

A structure of composition BrH2NOS2 in a non-equilibrium geometry (ωB97M-V with the def2-TZVPD basis set, OMol25).

Atoms and positions in Å:
N 0.43310 -0.27640 -0.85317
O -0.73686 1.29735 0.95055
S -2.25753 -1.08634 -0.24276
S -0.56331 -0.06169 0.40561
Br 2.61587 0.52237 0.05880
H 0.14053 0.34772 -1.59809
H 0.36821 -0.74302 1.27907

As for the net charge: 0. As for the HOMO energy (alpha / beta): -9.781 / -10.315 eV. The calculation puts the frontier orbital gap (alpha / beta) at 6.335 / 7.213 eV. The LUMO energy (alpha / beta) comes out at -3.446 / -3.102 eV. The spin multiplicity is 1. The calculation puts the relative energy (zero: lowest compared OMol25 entry of this formula, charge and spin) at 220.8 kJ/mol.

---

(5)
# C28H35IrN5P2S

A structure of composition C28H35IrN5P2S in a non-equilibrium geometry (ωB97M-V with the def2-TZVPD basis set, OMol25).

Atoms and positions in Å:
Ir -0.02906 0.47862 -1.40866
C -1.78776 1.53801 -6.68795
C -1.83210 0.22205 -6.45112
C -1.00297 -0.78516 -7.20462
C 0.47899 -0.39929 -7.39921
C 1.10507 0.34368 -6.23514
C 0.87661 1.62412 -5.88559
C 0.46587 2.63002 -6.91325
C -0.85251 2.24345 -7.62186
C 1.43685 1.13346 -0.05786
H -2.53766 2.21090 -6.27427
H -2.65469 -0.22775 -5.89306
H -1.46448 -0.98127 -8.18816
H -1.03719 -1.75024 -6.67529
H 1.01836 -1.34733 -7.51845
H 0.60344 0.14021 -8.34330
H 2.03404 -0.12047 -5.91202
H 1.21171 2.05159 -4.93594
H 1.27170 2.73821 -7.66501
H 0.31989 3.60105 -6.41970
H -1.33279 3.17463 -7.94345
H -0.64461 1.65281 -8.52879
H 0.82478 1.86075 0.50525
H 2.31974 1.62196 -0.50249
H 1.71358 0.29602 0.60729
P 1.59974 -0.44610 -2.55696
P -1.49236 -0.85766 -2.44550
N 2.70594 0.77822 -3.13627
N 2.71970 -1.59070 -1.83834
N -2.37640 0.56568 -3.10068
N -2.78476 -1.77298 -1.75594
C 0.78311 -1.36422 -3.87245
C -0.66518 -1.85832 -3.66810
C 2.47083 2.14239 -2.92551
C 3.53334 2.86825 -3.43482
C 4.45854 1.93255 -3.99821
C 3.92925 0.65260 -3.80387
C 3.53271 -1.30742 -0.73404
C 4.24894 -2.44915 -0.39826
C 3.90673 -3.46825 -1.34653
C 2.98802 -2.91002 -2.23257
C -1.90152 1.83347 -2.83186
C -2.71928 2.77099 -3.43540
C -3.73848 2.05166 -4.11662
C -3.48836 0.69388 -3.91066
C -4.07231 -2.03426 -2.26229
C -4.79740 -2.74176 -1.31565
C -3.92961 -2.96856 -0.19250
C -2.71168 -2.38391 -0.49357
H 1.44124 -2.17031 -4.20807
H 0.68891 -0.64102 -4.69739
H -1.20790 -1.80265 -4.62597
H -0.70651 -2.90791 -3.33370
H 1.59663 2.43370 -2.36657
H 3.60992 3.94056 -3.38372
H 5.38959 2.18374 -4.47914
H 4.34627 -0.30668 -4.04593
H 3.53919 -0.31884 -0.30666
H 4.97626 -2.52426 0.39849
H 4.30951 -4.46861 -1.41195
H 2.53467 -3.33289 -3.11992
H -1.00732 1.96985 -2.19109
H -2.56322 3.84412 -3.40834
H -4.53510 2.47772 -4.71619
H -3.97084 -0.17586 -4.32051
H -4.36163 -1.68648 -3.24595
H -5.83558 -3.06036 -1.41907
H -4.17956 -3.49451 0.72763
H -1.80127 -2.29875 0.08954
S -2.26648 -0.07077 2.67799
C -1.57490 0.10593 1.26398
N -1.12661 0.21811 0.15598

As for the net charge: +2. As for the HOMO energy (alpha / beta): -10.434 / -13.729 eV. The calculation puts the frontier orbital gap (alpha / beta) at 3.936 / 3.582 eV. The LUMO energy (alpha / beta) comes out at -6.497 / -10.147 eV. The spin multiplicity is 6. The expectation value of S² is 8.793.

---

(6)
# C19H18BrIMgN2O2

A structure of composition C19H18BrIMgN2O2 in a non-equilibrium geometry (ωB97M-V with the def2-TZVPD basis set, OMol25).

Atoms and positions in Å:
C 0.81786 3.45600 0.00154
C 3.00258 1.08026 -1.14545
H -0.10064 4.07208 -0.04493
H 1.68117 3.42742 -0.75947
H 1.30268 3.40446 0.99745
H 3.10564 0.45670 -2.04042
H 3.01166 2.20675 -1.09609
H 3.31698 0.77141 -0.14279
C -2.18691 1.73280 -1.06635
C -3.44432 1.62991 -1.68811
C -3.62553 0.63787 -2.65425
C -2.57936 -0.23210 -2.93138
H -1.97535 2.50211 -0.31747
H -4.22801 2.32845 -1.40593
H -4.56346 0.53201 -3.18993
H -2.65578 -1.00598 -3.68681
N -1.19262 0.89265 -1.35090
C -1.37355 -0.11780 -2.21152
C -0.28573 -1.11664 -2.36732
N 0.89068 -0.86015 -1.78606
C 1.86653 -1.76053 -1.80680
C 0.54946 -3.25614 -3.14094
C 1.75744 -2.98103 -2.49377
H 2.78527 -1.48326 -1.29432
H 2.61182 -3.65514 -2.50136
C -0.48567 -2.32321 -3.07994
H -1.44680 -2.49788 -3.55644
H 0.39447 -4.18621 -3.68184
Mg 1.09365 1.54445 -0.63035
I 0.96148 2.79054 -3.16756
Br 2.20264 1.53107 3.82473
C 0.94173 0.17497 4.12572
C 0.80286 -0.37352 5.41148
C -0.13198 -1.37365 5.68454
C -0.95653 -1.77167 4.63864
C -0.84148 -1.22453 3.36022
C 0.14318 -0.28296 3.06441
C 0.24428 0.27605 1.65005
O -0.58976 1.16761 1.28871
O 1.15651 -0.19813 0.90919
H 1.44726 -0.03515 6.20965
H -0.21041 -1.81404 6.68382
H -1.68845 -2.54430 4.81962
H -1.52548 -1.52152 2.56873

As for the net charge: 0. As for the HOMO energy (alpha / beta): -8.113 / -8.106 eV. The calculation puts the frontier orbital gap (alpha / beta) at 6.139 / 5.995 eV. The LUMO energy (alpha / beta) comes out at -1.974 / -2.111 eV. The spin multiplicity is 1. The calculation puts the relative energy (zero: lowest compared OMol25 entry of this formula, charge and spin) at 670.3 kJ/mol.